C26H30BrIN3O4SbSn | the ωB97M-V functional and the def2-TZVPD basis

CARTESIAN COORDINATES (ANGSTROEM)
Sn1 1.9837 0.3231 0.2959
C1 -1.8650 -1.8081 -1.3523
C2 -1.7404 -1.8893 0.1442
N1 -2.5341 -2.7639 0.7438
C3 -2.3953 -3.0170 2.0419
C4 -1.3787 -2.4820 2.8093
C5 -1.1681 -2.9511 4.2315
O1 0.1055 -3.5568 4.4020
C6 -0.5325 -1.5397 2.1969
C7 0.6915 -1.1829 2.9000
N2 1.7373 -0.7181 2.3209
C8 2.9605 -0.6130 3.0483
C9 3.0386 -0.0206 4.3021
C10 4.2603 0.0608 4.9511
C11 5.4087 -0.4330 4.3499
C12 5.3480 -1.0159 3.0909
C13 4.1231 -1.0981 2.4540
I1 3.9842 -2.0206 0.5696
C14 -0.7881 -1.1519 0.8745
O2 -0.1482 -0.0919 0.3077
H1 -2.5726 -2.5696 -1.6700
H2 -0.9065 -2.0107 -1.8299
H3 -2.2320 -0.8483 -1.7262
H4 -3.0954 -3.7252 2.4700
H5 -1.9782 -3.6266 4.5077
H6 -1.2118 -2.1058 4.9213
H7 0.0402 -4.5051 4.2501
H8 0.7676 -1.4600 3.9480
H9 2.1443 0.3852 4.7590
H10 4.3160 0.5200 5.9284
H11 6.3613 -0.3641 4.8566
H12 6.2420 -1.4040 2.6232
Br1 3.0065 -3.2642 -6.2310
C15 1.7036 -2.0679 -5.6070
C16 0.6779 -1.6457 -6.4535
N3 -0.2751 -0.8019 -6.0729
C17 -0.2417 -0.3406 -4.8324
C18 0.7416 -0.7056 -3.9155
C19 1.7408 -1.5935 -4.3143
C20 0.7366 -0.1815 -2.5429
O3 -0.1666 0.7302 -2.3025
O4 1.5722 -0.5867 -1.7153
H13 0.6318 -2.0063 -7.4743
H14 -1.0327 0.3439 -4.5514
H15 2.5211 -1.8960 -3.6306
C21 -0.9507 3.5572 -3.3169
C22 -2.0339 2.8274 -2.5290
Sb1 -1.2608 1.7077 -0.9008
C23 -0.0464 3.0639 0.1788
C24 -0.8541 4.3420 0.4284
C25 -2.9433 1.1060 0.2705
C26 -4.0797 2.1016 0.0585
H16 -1.4137 4.1506 -4.1048
H17 -0.2585 2.8620 -3.7887
H18 -0.3772 4.2434 -2.6915
H19 -2.5928 2.1243 -3.1488
H20 -2.7565 3.5179 -2.0904
H21 0.8494 3.2597 -0.4108
H22 0.2357 2.5844 1.1152
H23 -1.1690 4.8193 -0.4995
H24 -0.2334 5.0575 0.9666
H25 -1.7364 4.1540 1.0412
H26 -2.5669 1.0909 1.2940
H27 -3.2304 0.0965 -0.0046
H28 -3.7970 3.1288 0.2910
H29 -4.9011 1.8354 0.7245
H30 -4.4651 2.0691 -0.9599

Computed properties:
HOMO = -13.942 eV
Net charge = +2
Total energy = -4799.71056 Ha
ΔE to the lowest compared entry with this formula, charge and spin = 0.000 eV
Kohn-Sham gap = 0.283 Ha